[1]
C41H109F3MnN9O12 | wB97M-V/def2-TZVPD

Geometry (Å):
Mn -0.32 2.39 2.82
C 0.03 -0.15 0.67
O -0.66 0.91 -0.05
O 0.25 0.50 1.90
C -0.78 -1.40 0.53
F -2.02 -1.41 1.14
F -0.88 -1.76 -0.72
F 0.05 -2.33 1.05
C -0.10 1.26 -1.34
C -1.03 2.26 -1.99
H -1.04 2.23 -3.08
H -2.08 2.27 -1.68
H -0.69 3.28 -1.80
H -0.12 0.40 -2.01
H 0.89 1.72 -1.32
H 1.01 -0.35 0.23
C -5.05 0.05 -1.53
O -6.06 1.02 -1.15
H -4.20 0.53 -2.01
H -4.67 -0.47 -0.65
H -5.62 -0.71 -2.05
H -6.86 0.50 -1.01
C 5.18 2.36 2.02
C 4.66 1.42 0.94
C 4.41 0.03 1.55
O 5.64 -0.53 2.07
C 5.58 -1.34 3.31
N 3.33 1.83 0.53
H 5.41 3.38 1.70
H 6.12 1.93 2.34
H 4.48 2.35 2.86
H 5.34 1.33 0.09
H 3.89 -0.71 0.94
H 3.74 0.29 2.37
H 5.12 -0.86 4.18
H 6.61 -1.59 3.57
H 5.05 -2.26 3.09
H 2.73 1.49 1.26
H 3.27 2.83 0.60
C 2.86 -1.30 -5.16
C 1.96 -1.20 -3.91
C 2.92 -0.98 -2.66
O 3.65 -2.19 -2.48
C 2.77 -3.16 -1.87
N 1.15 -0.03 -4.03
H 2.59 -2.15 -5.80
H 3.85 -1.49 -4.76
H 2.95 -0.33 -5.65
H 1.33 -2.05 -3.66
H 2.33 -0.80 -1.76
H 3.57 -0.11 -2.75
H 3.38 -3.98 -1.51
H 2.07 -3.59 -2.58
H 2.19 -2.85 -1.01
H 0.61 0.12 -4.87
H 1.86 0.67 -4.17
C 4.10 2.83 -3.26
C 3.20 3.93 -3.86
C 1.95 3.33 -4.66
O 2.20 2.51 -5.73
C 2.83 3.14 -6.89
N 2.87 4.79 -2.77
H 4.93 3.22 -2.69
H 4.49 2.23 -4.09
H 3.52 2.26 -2.53
H 3.76 4.42 -4.66
H 1.34 4.18 -4.97
H 1.23 2.88 -3.97
H 3.91 3.24 -6.86
H 2.34 4.11 -6.98
H 2.44 2.50 -7.68
H 2.11 4.44 -2.20
H 3.63 4.81 -2.10
C 0.36 -2.38 6.26
C 0.53 -2.43 4.76
C 0.97 -3.86 4.31
O 2.08 -4.26 5.03
C 2.73 -5.35 4.39
N -0.72 -1.99 4.14
H -0.03 -1.44 6.65
H 1.38 -2.45 6.63
H -0.15 -3.20 6.75
H 1.29 -1.67 4.58
H 1.07 -3.86 3.22
H 0.17 -4.59 4.43
H 3.07 -5.98 5.21
H 3.59 -5.07 3.77
H 2.12 -6.09 3.89
H -1.38 -2.71 3.90
H -0.52 -1.72 3.18
C -3.64 4.33 0.41
C -2.44 4.19 1.37
C -2.63 4.77 2.78
O -1.44 4.49 3.63
C -0.97 5.71 4.28
N -2.07 2.74 1.58
H -4.45 3.78 0.87
H -3.48 4.02 -0.62
H -4.02 5.35 0.32
H -1.53 4.67 1.00
H -3.43 4.18 3.23
H -2.93 5.82 2.81
H -0.35 5.37 5.11
H -1.80 6.19 4.80
H -0.36 6.40 3.70
H -1.83 2.43 0.66
H -2.92 2.28 1.88
C -2.46 1.04 6.34
C -1.58 1.86 5.41
C -0.10 1.88 5.84
O 0.61 2.49 4.69
C 1.99 2.52 4.95
N -1.76 1.19 4.11
H -2.57 1.49 7.32
H -2.18 -0.01 6.46
H -3.51 1.03 6.07
H -2.02 2.84 5.26
H 0.31 0.88 5.96
H -0.01 2.49 6.74
H 2.09 3.39 5.60
H 2.63 2.43 4.07
H 2.33 1.61 5.43
H -2.75 1.11 3.94
H -1.43 0.24 4.16
C -1.72 -7.10 -0.13
C -0.90 -6.32 -1.17
C 0.26 -5.51 -0.45
O 1.17 -6.35 0.28
C 2.23 -5.69 0.96
N -0.47 -7.25 -2.18
H -1.00 -7.66 0.46
H -2.32 -7.82 -0.70
H -2.37 -6.62 0.61
H -1.65 -5.61 -1.52
H -0.26 -4.85 0.24
H 0.79 -4.83 -1.12
H 1.95 -4.81 1.54
H 3.03 -5.34 0.30
H 2.81 -6.37 1.59
H -0.68 -6.92 -3.11
H -0.97 -8.12 -2.12
C -1.22 3.02 -8.78
C -1.49 1.95 -7.72
C -0.50 0.82 -7.77
O -0.94 -0.18 -6.92
C -0.15 -1.36 -7.08
N -1.41 2.69 -6.45
H -1.22 2.67 -9.81
H -0.25 3.50 -8.64
H -1.88 3.89 -8.77
H -2.47 1.54 -7.97
H 0.53 1.16 -7.70
H -0.39 0.35 -8.75
H -0.34 -2.06 -6.27
H 0.92 -1.14 -7.08
H -0.34 -1.87 -8.02
H -0.45 3.00 -6.44
H -1.21 1.98 -5.76
C -5.87 0.79 3.38
C -4.58 -0.08 3.19
C -5.01 -1.51 2.98
O -5.59 -1.65 1.69
C -5.35 -2.83 0.97
N -3.93 0.52 2.00
H -6.53 0.30 4.10
H -6.51 0.73 2.50
H -5.65 1.83 3.62
H -3.82 -0.04 3.96
H -5.70 -1.85 3.76
H -4.08 -2.06 3.14
H -5.98 -3.66 1.28
H -4.31 -3.17 1.02
H -5.60 -2.66 -0.07
H -3.36 -0.22 1.60
H -4.57 0.56 1.23

For the total energy, the calculation gives -4473.3261 hartree. As for the energy relative to the best compared isomer or geometry (same formula, charge and spin): 0.00 kJ/mol. The multiplicity is 6. As for the net charge: +1. The expectation value of S² is 8.754. For the LUMO energy (alpha / beta), the calculation gives -2.354 / -2.825 eV.

Mulliken population analysis, charges in e, atoms 1 to 6: Mn 0.680; C 1.026; O 0.161; O -0.893; C -0.016; F -0.343

[2]
C41H114N10O11 | wB97M-V/def2-TZVPD

Geometry (Å):
C 0.48 -2.69 5.61
O -0.07 -3.99 5.60
H 1.40 -2.65 6.18
H 0.71 -2.32 4.60
H -0.25 -1.98 6.00
H -0.98 -3.93 5.29
C -5.84 -6.45 1.69
C -5.84 -5.62 0.43
C -4.77 -4.52 0.50
O -4.66 -3.89 -0.75
C -3.42 -3.26 -0.93
N -5.79 -6.46 -0.77
H -4.88 -6.97 1.80
H -6.63 -7.20 1.65
H -6.03 -5.82 2.56
H -6.78 -5.07 0.37
H -3.80 -4.97 0.77
H -5.08 -3.87 1.33
H -2.65 -4.05 -0.94
H -3.24 -2.46 -0.21
H -3.33 -2.85 -1.94
H -5.34 -5.90 -1.50
H -5.07 -7.17 -0.63
C 6.41 1.57 1.69
C 4.96 1.50 2.15
C 4.76 2.25 3.45
O 3.55 1.87 4.08
C 3.29 2.65 5.22
N 4.08 2.12 1.11
H 7.02 1.07 2.44
H 6.70 2.61 1.54
H 6.53 1.03 0.75
H 4.64 0.46 2.31
H 4.80 3.33 3.29
H 5.58 1.99 4.14
H 2.20 2.71 5.34
H 3.62 3.68 5.07
H 3.65 2.17 6.14
H 3.24 2.38 1.63
H 3.77 1.38 0.48
C 4.68 -6.75 1.69
C 4.11 -6.11 2.97
C 2.96 -5.19 2.64
O 3.41 -4.00 2.04
C 2.69 -2.86 2.46
N 3.68 -7.12 3.95
H 5.34 -6.05 1.17
H 3.92 -7.11 0.99
H 5.35 -7.58 1.94
H 4.94 -5.55 3.40
H 2.40 -4.97 3.57
H 2.22 -5.73 2.02
H 3.11 -1.99 1.94
H 3.03 -2.66 3.48
H 1.63 -2.92 2.24
H 3.22 -7.88 3.45
H 4.52 -7.57 4.32
C -1.44 -0.28 8.32
C -2.27 0.94 7.94
C -1.70 1.55 6.68
O -0.37 1.99 6.76
C -0.25 3.21 7.46
N -3.67 0.54 7.79
H -0.39 0.03 8.28
H -1.56 -1.14 7.66
H -1.60 -0.64 9.33
H -2.23 1.61 8.80
H -2.35 2.36 6.32
H -1.75 0.79 5.89
H 0.80 3.51 7.33
H -0.36 3.18 8.55
H -0.91 3.98 7.04
H -3.89 0.07 6.92
H -4.24 1.38 7.78
C 3.19 2.89 -3.91
C 3.43 2.27 -2.54
C 3.09 0.81 -2.53
O 3.06 0.34 -1.19
C 3.76 -0.87 -0.93
N 4.85 2.48 -2.21
H 3.86 2.42 -4.64
H 3.55 3.93 -3.90
H 2.16 2.94 -4.25
H 2.75 2.78 -1.84
H 3.81 0.28 -3.16
H 2.09 0.66 -2.95
H 3.66 -1.14 0.11
H 4.80 -0.89 -1.27
H 3.21 -1.62 -1.52
H 4.93 3.47 -1.98
H 4.99 2.09 -1.27
C -2.08 -1.52 -5.12
C -2.53 -0.09 -5.04
C -3.76 0.18 -5.89
O -3.90 1.58 -6.05
C -5.23 2.03 -5.98
N -2.82 0.26 -3.63
H -1.87 -1.84 -6.14
H -2.82 -2.19 -4.66
H -1.18 -1.68 -4.52
H -1.71 0.57 -5.34
H -4.64 -0.26 -5.42
H -3.68 -0.30 -6.88
H -5.19 3.12 -5.88
H -5.76 1.68 -5.08
H -5.82 1.79 -6.87
H -3.15 1.23 -3.61
H -3.63 -0.28 -3.33
C -0.02 4.22 -2.15
C -1.48 4.26 -2.61
C -1.65 3.44 -3.87
O -0.70 3.82 -4.84
C -0.76 3.03 -6.00
N -2.36 3.68 -1.58
H 0.16 4.72 -1.20
H 0.67 4.68 -2.87
H 0.32 3.19 -2.05
H -1.76 5.31 -2.70
H -2.67 3.60 -4.26
H -1.55 2.38 -3.61
H -0.40 3.64 -6.83
H -1.77 2.69 -6.23
H -0.06 2.18 -5.91
H -2.01 2.80 -1.19
H -2.38 4.33 -0.80
C -2.94 3.24 2.45
C -1.67 4.05 2.44
C -1.06 4.24 3.82
O -1.92 4.79 4.78
C -2.16 6.17 4.62
N -0.70 3.55 1.46
H -3.20 2.89 1.45
H -3.76 3.77 2.92
H -2.80 2.32 3.04
H -2.00 5.03 2.06
H -0.11 4.79 3.74
H -0.81 3.25 4.21
H -2.89 6.48 5.36
H -2.50 6.43 3.62
H -1.22 6.73 4.77
H -0.59 2.54 1.62
H 0.20 3.94 1.74
C -0.18 -0.75 -9.05
C 0.97 -1.73 -8.78
C 1.34 -1.69 -7.31
O 1.77 -0.40 -6.96
C 1.91 -0.23 -5.58
N 0.56 -3.06 -9.22
H -1.16 -1.21 -8.83
H -0.21 -0.40 -10.07
H -0.16 0.10 -8.37
H 1.82 -1.36 -9.35
H 2.13 -2.45 -7.13
H 0.47 -1.98 -6.70
H 1.01 -0.61 -5.07
H 2.08 0.81 -5.30
H 2.77 -0.81 -5.23
H -0.09 -3.42 -8.53
H 1.36 -3.68 -9.05
C -0.03 -1.32 -1.58
C -0.57 -0.38 -0.51
C 0.29 -0.21 0.70
O -0.37 0.28 1.83
C 0.54 0.65 2.83
N -0.84 0.93 -1.13
H -0.79 -1.59 -2.31
H 0.19 -2.27 -1.06
H 0.86 -0.93 -2.06
H -1.52 -0.82 -0.19
H 1.21 0.36 0.47
H 0.74 -1.20 0.93
H 1.19 -0.16 3.19
H -0.01 1.03 3.69
H 1.21 1.43 2.46
H -1.44 0.80 -1.94
H 0.08 1.24 -1.45

For the total energy, the calculation gives -3005.4900 hartree. As for the energy relative to the best compared isomer or geometry (same formula, charge and spin): 8.03 kJ/mol. For the LUMO energy, the calculation gives 0.245 eV.

Mulliken population analysis, charges in e, atoms 1 to 6: C 0.234; O -0.543; H 0.328; H -0.105; H -0.174; H 0.286